[1]
ORCA calculation (ωB97M-V/def2-TZVPD) on the ion C2H3N4O with charge -1 in a non-equilibrium geometry.

Last column: natural (NBO) charge in e.
CARTESIAN COORDINATES (ANGSTROEM)
C  0.03  -0.21  0.00  -0.65
C  0.77  0.28  -1.24  0.12
N  0.50  0.69  -2.45  -0.11
O  -0.74  0.71  -2.81  -0.68
N  2.21  0.11  -1.14  -0.36
N  2.80  0.15  -2.15  0.24
N  3.00  0.06  -3.24  -0.17
H  -0.86  -0.63  -0.29  0.22
H  -0.10  0.55  0.87  0.19
H  0.58  -1.08  0.46  0.20

Output
**Net charge**: -1
**Energy above the lowest of the compared OMol25 structures with the same formula, charge and spin**: 91.2 kcal per mole
**Orbital gap**: 6.81 eV
**E_LUMO**: 4.4260 eV
**Spin multiplicity**: 1
**Highest occupied orbital energy**: -0.088 Eh



[2]
ORCA calculation (ωB97M-V/def2-TZVPD) on a cluster of 2 separate species, CH4OS in total in a non-equilibrium geometry.

Last column: natural (NBO) charge in e.
CARTESIAN COORDINATES (ANGSTROEM)
C  1.47  -0.24  -0.03  -0.51
O  -1.60  -0.72  -0.13  -0.77
S  -1.84  0.70  -0.46  0.74
H  1.91  0.34  0.81  0.16
H  2.27  -0.74  -0.62  0.16
H  0.42  -0.32  -0.26  0.18
H  -2.63  0.98  0.68  0.04

Output
**Energy above the lowest of the compared OMol25 structures with the same formula, charge and spin**: 75.2 kcal per mole
**Orbital gap (alpha / beta)**: 7.30 / 9.82 eV
**E_LUMO (alpha / beta)**: -1.3575 / 0.2612 eV
**Spin multiplicity**: 1
**Highest occupied orbital energy (alpha / beta)**: -0.318 / -0.351 Eh